Record 1
This record from OMol25 describes an isolated ion of composition C3H9N2O and charge +1 at a distorted geometry. The level of theory is the ωB97M-V functional and the def2-TZVPD basis.

Last column: natural (NBO) charge in e.
Positions of all 15 atoms, in Å:
N 0.369 -2.165 -0.299  -0.67
C -0.252 -0.901 0.196  -0.33
C 0.315 0.161 -0.752  0.65
N 0.342 1.419 -0.294  -0.58
C -0.561 2.011 0.680  -0.43
O 0.690 -0.211 -1.848  -0.60
H 0.366 -2.132 -1.330  0.48
H 1.358 -2.179 -0.043  0.44
H -0.044 -2.983 0.149  0.45
H 0.164 -0.701 1.188  0.24
H -1.336 -0.938 0.269  0.26
H 0.881 2.076 -0.839  0.43
H -0.660 1.439 1.607  0.21
H -0.094 2.907 1.061  0.24
H -1.537 2.197 0.255  0.22

Output
max |F| = 1.3 eV/Å
SMILES string = CNC(=O)C[NH3+]
E_HOMO = -14.278 eV
total charge = +1
frontier orbital gap = 10.608 eV
ΔE to the lowest compared entry with this formula, charge and spin = 19.59 kcal per mole

---

Record 2
This record from OMol25 describes one molecule with the formula C6H7N at a distorted geometry. The level of theory is the ωB97M-V functional and the def2-TZVPD basis.

Last column: natural (NBO) charge in e.
Positions of all 14 atoms, in Å:
C 2.199 2.315 -0.374  0.10
C 1.485 1.229 -0.237  0.09
C 0.513 0.244 0.008  -0.14
C 0.466 -1.079 0.349  -0.08
C -0.862 0.881 -0.329  -0.63
C -0.862 -1.908 0.502  -0.66
N 2.897 3.262 -0.597  -0.25
H 1.352 -1.638 0.627  0.21
H -1.272 0.123 -1.163  0.22
H -0.868 1.858 -0.872  0.24
H -1.451 1.035 0.629  0.23
H -0.652 -2.984 0.253  0.23
H -1.664 -1.640 -0.220  0.22
H -1.281 -1.698 1.424  0.23

Output
max |F| = 3.8 eV/Å
E_HOMO (alpha / beta) = -8.296 / -8.497 eV
frontier orbital gap (alpha / beta) = 7.185 / 6.807 eV
ΔE to the lowest compared entry with this formula, charge and spin = 120.06 kcal per mole

---

Record 3
This record from OMol25 describes C33H42AsN5O3SSe2Ti as an isolated structure at a distorted geometry. The level of theory is the ωB97M-V functional and the def2-TZVPD basis.

Last column: Mulliken charge in e.
Positions of all 88 atoms, in Å:
Ti -0.116 1.162 0.250  -1.28
Se -1.383 5.120 0.665  0.09
Se 0.137 4.536 2.266  0.04
C 1.483 3.913 1.020  0.01
C 2.679 4.598 1.059  -0.96
C 3.547 4.516 -0.022  -0.75
C 3.168 3.729 -1.086  -0.76
C 2.027 2.949 -0.982  -0.16
N 1.148 3.034 0.043  1.23
C -2.525 3.582 0.854  0.12
C -3.897 3.789 0.780  -0.90
C -4.748 2.815 1.262  -0.62
C -4.192 1.687 1.853  -1.37
C -2.827 1.519 1.794  -0.49
N -1.984 2.414 1.241  0.73
H 2.886 5.247 1.898  0.52
H 4.456 5.100 -0.050  0.49
H 3.754 3.689 -1.992  0.67
H 1.767 2.299 -1.802  0.00
H -4.272 4.725 0.387  0.52
H -5.820 2.960 1.235  0.47
H -4.819 0.966 2.357  0.62
H -2.356 0.661 2.257  0.73
C 0.044 -0.428 4.138  -1.58
C 1.000 0.281 3.179  1.41
C 2.306 0.661 3.855  -1.65
O 0.341 1.439 2.605  0.17
C 1.244 -0.653 2.000  -1.16
O 1.925 -1.633 2.056  -0.62
O 0.513 -0.304 0.940  1.38
H -0.255 0.256 4.934  0.51
H 0.533 -1.289 4.590  0.44
H -0.848 -0.774 3.611  0.21
H 2.110 1.205 4.781  0.50
H 2.915 1.278 3.195  0.30
H 2.863 -0.243 4.093  0.38
H 0.174 2.050 3.330  0.26
C -1.268 3.010 -2.176  -1.13
C -0.435 1.827 -2.540  -0.11
C 0.060 1.531 -3.768  -1.13
C 0.752 0.282 -3.658  -0.77
C 0.659 -0.136 -2.366  -0.77
C 1.143 -1.459 -1.856  0.14
N -0.057 0.827 -1.625  3.12
H -1.713 3.414 -3.084  0.55
H -0.669 3.806 -1.734  0.02
H -2.083 2.738 -1.503  0.11
H -0.063 2.126 -4.658  0.62
H 1.238 -0.248 -4.462  0.65
H 2.002 -1.774 -2.447  0.59
H 0.372 -2.224 -1.985  -0.36
H 1.429 -1.430 -0.810  -0.51
C -3.851 -1.288 0.675  -1.43
As -2.066 -0.944 -0.075  1.39
C -2.607 -1.257 -1.924  -1.36
C -1.232 -2.648 0.553  -0.56
C -1.998 -3.876 0.172  -0.14
C -2.781 -4.540 1.114  -0.25
C -3.504 -5.671 0.766  -0.73
C -3.461 -6.151 -0.534  -0.54
C -2.668 -5.512 -1.477  -0.91
C -1.934 -4.391 -1.122  -0.01
H -4.138 -2.286 0.347  0.60
H -4.574 -0.569 0.297  0.52
H -3.848 -1.271 1.764  0.35
H -3.075 -2.235 -2.011  0.59
H -1.780 -1.165 -2.626  0.16
H -3.349 -0.497 -2.171  0.50
H -1.181 -2.565 1.642  0.50
H -0.212 -2.679 0.175  0.31
H -2.795 -4.194 2.142  0.42
H -4.093 -6.185 1.513  0.43
H -4.031 -7.029 -0.806  0.41
H -2.610 -5.893 -2.488  0.44
H -1.273 -3.934 -1.850  0.45
C 4.592 0.445 -2.603  -0.74
N 4.560 -0.657 -1.668  0.25
C 5.076 -1.920 -1.902  -0.28
C 4.825 -2.667 -0.808  -0.61
N 4.159 -1.854 0.082  0.23
C 3.993 -0.625 -0.445  -0.53
S 3.256 0.708 0.303  -0.01
H 5.324 0.235 -3.378  0.37
H 4.868 1.359 -2.082  0.30
H 3.613 0.584 -3.064  0.22
H 5.581 -2.170 -2.818  0.44
H 5.078 -3.690 -0.600  0.45
H 3.789 -2.115 0.983  0.24

Output
max |F| = 1.5 eV/Å
E_HOMO = -12.587 eV
total charge = +2
frontier orbital gap = 5.698 eV
ΔE to the lowest compared entry with this formula, charge and spin = 35.41 kcal per mole

---

Record 4
This record from OMol25 describes one molecule with the formula Cl2O2S at a distorted geometry. The level of theory is the ωB97M-V functional and the def2-TZVPD basis.

Last column: natural (NBO) charge in e.
Positions of all 5 atoms, in Å:
O -1.093 -1.580 0.113  -0.81
O 0.946 -0.408 0.348  -0.71
S -0.499 -0.470 -0.499  1.63
Cl 2.071 0.808 -0.031  0.29
Cl -1.425 1.651 0.069  -0.41

Output
max |F| = 3.3 eV/Å
E_HOMO (alpha / beta) = -10.941 / -10.941 eV
frontier orbital gap (alpha / beta) = 9.480 / 9.481 eV
ΔE to the lowest compared entry with this formula, charge and spin = 34.80 kcal per mole